Entry 1:
Entry from OMol25: a cluster of 2 separate species, C4H12N2O in total (wB97M-V/def2-TZVPD).

Its energy above the lowest of the compared OMol25 structures with the same formula, charge and spin is 86.26 kcal/mol. Its total energy is -9367.45323 eV. Its gap between HOMO and LUMO is 6.9 eV. The value obtained for the HOMO energy is -7.04 eV. The charge is 0.

Last column: natural (NBO) charge in e.
Element x y z (Å)
C (0.22, -0.50, 2.53)  -0.44
C (-0.44, -0.28, 1.33)  0.06
N (-0.92, -1.12, 0.44)  -0.83
N (0.71, 0.74, 3.20)  -0.66
H (0.60, -1.41, 2.95)  0.20
H (-0.55, 0.78, 1.04)  0.13
H (0.23, -0.99, -1.24)  0.50
H (-0.78, -2.06, 0.81)  0.32
H (1.66, 0.69, 3.57)  0.41
H (0.10, 1.07, 3.95)  0.40
H (0.72, 1.48, 2.50)  0.42
C (0.14, 0.71, -2.13)  -0.06
O (0.83, -0.50, -1.84)  -0.76
C (-0.68, 0.61, -3.40)  -0.63
H (0.92, 1.48, -2.23)  0.15
H (-0.52, 1.00, -1.31)  0.16
H (-1.24, 1.53, -3.56)  0.20
H (-1.39, -0.21, -3.30)  0.21
H (-0.08, 0.38, -4.28)  0.20


Entry 2:
Entry from OMol25: an isolated molecule of C2H3N3O2 in a non-equilibrium geometry (wB97M-V/def2-TZVPD).

Its energy above the lowest of the compared OMol25 structures with the same formula, charge and spin is 120.72 kcal/mol. Its total energy is -10683.22177 eV. Its gap between HOMO and LUMO is 9.0 eV. The value obtained for the HOMO energy is -8.75 eV. The charge is 0.

Last column: natural (NBO) charge in e.
Element x y z (Å)
O (-2.33, 0.26, 0.03)  -0.58
N (-1.45, -0.85, 0.01)  -0.18
C (-0.26, -0.41, -0.12)  0.39
C (0.28, 0.91, -0.11)  -0.09
N (1.57, 0.86, 0.02)  -0.16
N (1.93, -0.41, 0.25)  -0.14
O (0.82, -1.33, -0.11)  -0.33
H (-3.12, -0.22, 0.48)  0.49
H (-0.24, 1.80, -0.15)  0.23
H (2.81, -0.60, -0.29)  0.38


Entry 3:
Entry from OMol25: a cluster of 2 separate species, C3H5N2 in total in a non-equilibrium geometry (wB97M-V/def2-TZVPD).

Its spin multiplicity is 3. Its energy above the lowest of the compared OMol25 structures with the same formula, charge and spin is 96.20 kcal/mol. Its total energy is -6156.44555 eV. Its gap between HOMO and LUMO (alpha / beta) is 6.5 / 6.6 eV. The value obtained for the HOMO energy (alpha / beta) is -11.43 / -15.89 eV. The charge is +1.

Last column: natural (NBO) charge in e.
Element x y z (Å)
C (2.62, -0.28, -0.42)  0.07
C (1.54, 0.15, -0.09)  -0.08
C (0.62, 1.08, 0.20)  0.14
N (-0.19, 1.77, 0.61)  -0.24
N (-1.74, -0.44, 0.03)  -0.88
H (3.50, -0.94, -0.57)  0.27
H (-0.61, -0.70, 0.14)  0.42
H (-2.26, -0.74, 0.67)  0.40
H (-1.50, 0.72, 0.31)  0.46
H (-1.98, -0.61, -0.88)  0.43


Entry 4:
Entry from OMol25: an isolated molecule of C25H30N6O3S in a non-equilibrium geometry (wB97M-V/def2-TZVPD).

Its energy above the lowest of the compared OMol25 structures with the same formula, charge and spin is 0.00 kcal/mol. Its total energy is -52331.05681 eV. Its gap between HOMO and LUMO is 7.9 eV. The value obtained for the HOMO energy is -7.51 eV. The charge is 0.

Last column: natural (NBO) charge in e.
Element x y z (Å)
C (1.39, 3.50, -1.87)  -0.25
O (-0.01, 3.63, -1.90)  -0.52
C (-0.69, 3.62, -0.72)  0.39
C (-2.08, 3.69, -0.81)  -0.28
C (-2.86, 3.63, 0.32)  -0.20
C (-2.28, 3.50, 1.58)  -0.05
C (-3.14, 3.33, 2.80)  -0.51
C (-3.68, 1.91, 2.90)  0.69
O (-4.86, 1.65, 3.05)  -0.64
N (-2.72, 0.95, 2.85)  -0.62
C (-3.05, -0.46, 2.91)  -0.28
C (-2.65, -1.13, 1.65)  0.34
N (-1.77, -2.10, 1.55)  -0.29
N (-1.57, -2.35, 0.25)  -0.31
C (-2.34, -1.54, -0.43)  0.15
S (-2.27, -1.27, -2.15)  0.25
C (-1.27, 0.28, -2.03)  -0.61
C (-0.34, 0.19, -0.82)  0.68
O (-0.65, 0.77, 0.21)  -0.68
N (0.80, -0.51, -0.95)  -0.44
C (1.15, -1.40, -2.03)  -0.23
C (1.21, -2.84, -1.49)  -0.25
N (2.15, -2.95, -0.40)  -0.45
C (3.49, -3.19, -0.64)  0.27
C (4.03, -3.29, -1.93)  -0.32
C (5.36, -3.59, -2.13)  -0.17
C (6.21, -3.81, -1.06)  -0.27
C (5.69, -3.73, 0.22)  -0.18
C (4.36, -3.43, 0.43)  -0.29
C (1.74, -2.08, 0.68)  -0.22
C (1.69, -0.63, 0.19)  -0.25
N (-3.07, -0.75, 0.41)  -0.35
C (-4.01, 0.26, 0.06)  -0.43
C (-0.90, 3.48, 1.67)  -0.19
C (-0.10, 3.55, 0.54)  -0.29
H (1.69, 2.57, -1.37)  0.18
H (1.71, 3.47, -2.91)  0.20
H (1.86, 4.34, -1.37)  0.18
H (-2.52, 3.78, -1.79)  0.22
H (-3.94, 3.68, 0.24)  0.22
H (-2.57, 3.55, 3.70)  0.23
H (-4.01, 4.00, 2.76)  0.24
H (-1.79, 1.20, 2.55)  0.42
H (-4.13, -0.52, 3.07)  0.25
H (-2.53, -0.94, 3.74)  0.23
H (-0.74, 0.40, -2.97)  0.24
H (-1.94, 1.12, -1.88)  0.25
H (0.43, -1.34, -2.85)  0.22
H (2.14, -1.10, -2.41)  0.20
H (1.45, -3.54, -2.28)  0.21
H (0.22, -3.09, -1.09)  0.25
H (3.41, -3.13, -2.80)  0.21
H (5.74, -3.66, -3.14)  0.21
H (7.25, -4.04, -1.22)  0.21
H (6.34, -3.90, 1.07)  0.21
H (3.99, -3.41, 1.44)  0.21
H (2.43, -2.15, 1.52)  0.21
H (0.74, -2.39, 1.01)  0.24
H (1.32, 0.03, 0.98)  0.24
H (2.69, -0.31, -0.12)  0.19
H (-3.51, 1.24, 0.02)  0.23
H (-4.81, 0.31, 0.81)  0.24
H (-4.44, 0.03, -0.92)  0.23
H (-0.42, 3.41, 2.64)  0.21
H (0.97, 3.52, 0.65)  0.22


Entry 5:
Entry from OMol25: a structure of composition C54H38CuN2OPS3 (wB97M-V/def2-TZVPD).

Its energy above the lowest of the compared OMol25 structures with the same formula, charge and spin is 0.00 kcal/mol. Its total energy is -148077.55425 eV. Its gap between HOMO and LUMO is 5.8 eV. The value obtained for the HOMO energy is -6.37 eV. The charge is 0.

Last column: Mulliken charge in e.
Element x y z (Å)
Cu (0.16, 0.24, -0.16)  -0.47
C (4.67, 4.15, -3.81)  -0.49
C (3.74, 3.53, -4.63)  -0.76
C (2.84, 2.61, -4.09)  -0.06
C (2.86, 2.30, -2.73)  -0.03
C (3.81, 2.94, -1.93)  -0.38
C (4.71, 3.85, -2.46)  -0.72
P (1.72, 1.12, -1.89)  0.95
C (0.35, 1.15, -3.12)  0.17
C (-0.34, 2.35, -3.31)  -0.15
C (-1.39, 2.43, -4.21)  -0.80
C (-1.78, 1.31, -4.94)  -0.31
C (-1.10, 0.11, -4.75)  -0.95
C (-0.04, 0.03, -3.85)  -0.30
C (2.51, -0.50, -2.24)  1.04
C (3.46, -0.65, -3.22)  -0.16
C (4.08, -1.90, -3.45)  -1.02
C (3.74, -2.97, -2.68)  -0.77
C (2.77, -2.85, -1.64)  0.54
C (2.45, -3.95, -0.82)  -0.94
C (1.54, -3.80, 0.19)  -0.99
C (0.89, -2.56, 0.38)  0.56
C (1.12, -1.45, -0.41)  -0.85
C (2.12, -1.60, -1.42)  0.20
H (5.37, 4.86, -4.23)  0.38
H (3.71, 3.75, -5.69)  0.39
H (2.12, 2.13, -4.74)  0.48
H (3.83, 2.72, -0.87)  0.42
H (5.43, 4.33, -1.82)  0.40
H (-0.05, 3.23, -2.75)  0.42
H (-1.91, 3.37, -4.34)  0.42
H (-2.60, 1.37, -5.63)  0.44
H (-1.40, -0.77, -5.31)  0.40
H (0.48, -0.91, -3.71)  0.42
H (3.77, 0.20, -3.82)  0.37
H (4.82, -2.00, -4.23)  0.41
H (4.21, -3.93, -2.83)  0.36
H (2.95, -4.90, -0.98)  0.34
H (1.32, -4.63, 0.85)  0.45
H (0.18, -2.48, 1.20)  0.37
S (1.89, 4.26, 5.55)  -0.20
C (3.35, 3.76, 6.27)  -0.35
C (3.89, 2.70, 5.61)  -0.59
C (3.10, 2.28, 4.51)  -0.41
C (1.97, 3.04, 4.34)  0.45
C (0.92, 2.90, 3.32)  0.98
C (1.09, 1.98, 2.26)  -1.03
N (0.20, 1.78, 1.33)  0.39
C (-0.95, 2.48, 1.36)  -0.03
C (-1.21, 3.44, 2.33)  1.02
C (-2.45, 4.17, 2.29)  -1.29
C (-3.36, 3.92, 1.33)  -1.09
C (-3.14, 2.90, 0.34)  0.97
C (-4.08, 2.57, -0.64)  -0.93
C (-3.82, 1.56, -1.54)  1.09
C (-2.58, 0.90, -1.42)  -2.12
N (-1.68, 1.19, -0.52)  1.74
C (-1.94, 2.18, 0.36)  -0.98
C (-4.77, 1.16, -2.59)  0.56
C (-4.69, 0.09, -3.43)  -0.41
C (-5.78, 0.00, -4.34)  -1.10
C (-6.66, 1.02, -4.17)  -0.37
S (-6.18, 2.08, -2.92)  -0.26
C (-0.24, 3.64, 3.33)  -0.97
H (3.74, 4.27, 7.13)  0.44
H (4.82, 2.22, 5.90)  0.38
H (3.35, 1.45, 3.87)  0.42
H (2.00, 1.40, 2.17)  0.28
H (-2.63, 4.93, 3.04)  0.44
H (-4.30, 4.47, 1.31)  0.47
H (-5.02, 3.11, -0.67)  0.52
H (-2.32, 0.10, -2.11)  0.29
H (-3.87, -0.62, -3.41)  0.74
H (-5.89, -0.77, -5.07)  0.42
H (-7.57, 1.21, -4.72)  0.47
H (-0.42, 4.37, 4.10)  0.43
O (-1.72, -0.53, 2.12)  -0.70
S (-3.18, -0.64, 1.81)  0.76
C (-3.96, -1.27, 3.30)  0.27
C (-3.21, -1.28, 4.46)  -0.28
C (-3.80, -1.71, 5.65)  -0.75
C (-5.13, -2.11, 5.65)  -0.42
C (-5.87, -2.09, 4.48)  -0.67
C (-5.29, -1.67, 3.29)  -0.40
C (-3.45, -2.08, 0.79)  0.08
C (-2.70, -3.23, 1.01)  -0.19
C (-2.88, -4.31, 0.17)  -0.70
C (-3.80, -4.25, -0.87)  -0.49
C (-4.55, -3.10, -1.07)  -0.76
C (-4.36, -2.00, -0.25)  -0.15
H (-2.17, -0.96, 4.42)  0.47
H (-3.22, -1.73, 6.56)  0.40
H (-5.58, -2.44, 6.57)  0.38
H (-6.90, -2.42, 4.48)  0.39
H (-5.85, -1.67, 2.37)  0.37
H (-1.99, -3.26, 1.83)  0.35
H (-2.29, -5.21, 0.32)  0.41
H (-3.93, -5.10, -1.52)  0.42
H (-5.27, -3.06, -1.87)  0.46
H (-4.92, -1.08, -0.41)  0.53